{"formula": "C42H58MnN3OP2", "method": "the ωB97M-V functional and the def2-TZVPD basis", "energy_ev": -100906.298, "total_charge": 1, "e_homo_ev": [-9.7, -9.8], "spin_multiplicity": 4, "de_lowest_kcal_mol": 0.0, "symbols": ["Mn", "C", "C", "C", "P", "C", "C", "C", "C", "C", "C", "C", "C", "C", "C", "N", "C", "C", "C", "C", "C", "C", "C", "P", "C", "C", "C", "C", "C", "C", "H", "H", "H", "H", "H", "H", "H", "H", "H", "H", "H", "H", "H", "H", "H", "H", "H", "H", "H", "H", "H", "H", "H", "H", "H", "H", "H", "H", "H", "H", "H", "H", "H", "H", "H", "H", "H", "H", "H", "H", "C", "C", "C", "C", "C", "C", "N", "N", "C", "C", "C", "C", "C", "C", "H", "H", "H", "H", "H", "H", "H", "H", "H", "C", "C", "C", "C", "O", "H", "H", "H", "H", "H", "H", "H", "H", "H"], "positions_angstrom": [[-0.352, -0.054, -0.007], [-0.843, -1.319, 3.978], [-1.104, 0.145, 3.617], [-2.585, 0.410, 3.344], [-0.084, 0.814, 2.234], [0.005, 2.659, 2.550], [1.413, 3.175, 2.237], [-0.398, 3.124, 3.950], [1.597, 0.192, 2.372], [2.237, -0.082, 3.580], [3.549, -0.522, 3.613], [4.249, -0.823, 4.906], [4.202, -0.695, 2.387], [3.582, -0.433, 1.183], [2.260, 0.031, 1.151], [1.554, 0.279, -0.039], [2.167, 0.873, -1.137], [3.380, 1.576, -1.053], [3.936, 2.172, -2.166], [3.325, 2.115, -3.416], [3.932, 2.773, -4.622], [2.108, 1.453, -3.492], [1.514, 0.855, -2.384], [-0.096, 0.024, -2.445], [-1.280, 1.059, -3.453], [-1.062, 0.991, -4.971], [-2.749, 0.704, -3.184], [0.206, -1.467, -3.484], [1.500, -2.169, -3.053], [-1.039, -2.355, -3.580], [-0.682, -1.424, 5.051], [0.031, -1.720, 3.475], [-1.697, -1.938, 3.707], [-0.799, 0.769, 4.459], [-2.949, -0.255, 2.561], [-2.785, 1.439, 3.037], [-3.166, 0.210, 4.245], [-0.691, 3.103, 1.836], [2.115, 2.861, 3.010], [1.396, 4.265, 2.214], [1.794, 2.819, 1.280], [0.289, 2.752, 4.713], [-1.413, 2.848, 4.228], [-0.339, 4.213, 3.972], [1.702, 0.058, 4.513], [3.640, -0.530, 5.760], [5.199, -0.292, 4.970], [4.464, -1.888, 4.996], [5.220, -1.064, 2.381], [4.105, -0.626, 0.257], [3.879, 1.680, -0.102], [4.873, 2.706, -2.056], [5.009, 2.883, -4.507], [3.513, 3.768, -4.780], [3.748, 2.190, -5.524], [1.618, 1.403, -4.453], [-1.092, 2.083, -3.115], [-1.388, 0.030, -5.372], [-0.042, 1.169, -5.296], [-1.686, 1.757, -5.434], [-2.923, -0.372, -3.186], [-3.363, 1.131, -3.977], [-3.115, 1.106, -2.247], [0.388, -1.055, -4.481], [1.616, -2.211, -1.970], [2.367, -1.643, -3.448], [1.518, -3.190, -3.436], [-1.536, -2.492, -2.620], [-0.766, -3.339, -3.962], [-1.764, -1.928, -4.272], [-5.324, -3.108, 0.103], [-4.019, -3.339, 0.506], [-3.087, -2.313, 0.473], [-3.468, -1.052, 0.049], [-4.779, -0.810, -0.366], [-5.698, -1.842, -0.335], [-2.485, 0.003, 0.017], [-3.001, 1.145, -0.003], [-2.111, 2.192, -0.210], [-2.664, 3.471, -0.291], [-1.831, 4.539, -0.558], [-0.472, 4.302, -0.735], [0.064, 3.021, -0.639], [-0.746, 1.920, -0.375], [-6.050, -3.909, 0.122], [-3.718, -4.322, 0.846], [-2.064, -2.458, 0.776], [-5.066, 0.170, -0.714], [-6.712, -1.659, -0.661], [-3.730, 3.593, -0.154], [-2.227, 5.542, -0.634], [0.191, 5.132, -0.947], [1.130, 2.910, -0.776], [-0.153, -3.955, -0.566], [0.316, -3.144, 0.639], [-0.210, -3.844, 1.903], [1.838, -3.130, 0.706], [-0.182, -1.810, 0.540], [0.310, -4.943, -0.543], [0.125, -3.475, -1.498], [-1.235, -4.093, -0.556], [-0.113, -4.922, 1.778], [-1.261, -3.625, 2.082], [0.356, -3.569, 2.789], [2.218, -4.152, 0.766], [2.167, -2.594, 1.595], [2.277, -2.650, -0.168]]}


{"formula": "C42H58N4RuS2Si", "method": "the ωB97M-V functional and the def2-TZVPD basis", "energy_ev": -82585.170, "total_charge": -1, "e_homo_ev": [-3.9, -3.8], "spin_multiplicity": 2, "de_lowest_kcal_mol": 24.2, "symbols": ["Ru", "C", "N", "C", "C", "N", "C", "C", "C", "C", "C", "C", "C", "S", "C", "C", "C", "C", "C", "C", "S", "H", "H", "H", "H", "H", "H", "H", "H", "H", "H", "H", "H", "H", "H", "H", "H", "H", "H", "C", "Si", "C", "C", "C", "C", "H", "H", "H", "H", "H", "H", "H", "H", "H", "C", "N", "C", "C", "C", "C", "C", "C", "C", "C", "H", "H", "H", "H", "H", "H", "H", "H", "H", "H", "H", "H", "H", "C", "C", "C", "C", "C", "C", "C", "C", "N", "C", "C", "C", "C", "H", "H", "H", "H", "H", "H", "H", "H", "H", "H", "H", "H", "H", "H", "H", "H", "H", "H"], "positions_angstrom": [[0.037, 0.090, -0.472], [-1.834, 0.773, 3.509], [-0.485, 0.362, 3.135], [-0.116, -0.887, 3.758], [-0.830, -2.066, 3.098], [-0.388, -2.374, 1.731], [0.843, -3.155, 1.720], [-1.466, -2.985, 1.002], [-1.632, -4.364, 0.978], [-2.726, -4.948, 0.351], [-3.669, -4.144, -0.267], [-3.500, -2.767, -0.279], [-2.407, -2.160, 0.347], [-2.280, -0.412, 0.376], [0.426, 1.440, 3.198], [1.368, 1.554, 4.217], [2.248, 2.627, 4.277], [2.170, 3.624, 3.318], [1.237, 3.524, 2.294], [0.374, 2.431, 2.181], [-0.727, 2.341, 0.807], [-1.907, 0.926, 4.601], [-2.561, 0.025, 3.203], [-2.091, 1.695, 2.996], [-0.374, -0.899, 4.832], [0.962, -1.042, 3.679], [-1.898, -1.863, 3.074], [-0.684, -2.952, 3.739], [0.825, -3.981, 2.451], [1.694, -2.514, 1.944], [0.984, -3.569, 0.721], [-0.912, -5.005, 1.475], [-2.834, -6.026, 0.344], [-4.535, -4.590, -0.745], [-4.218, -2.126, -0.776], [1.408, 0.793, 4.991], [2.980, 2.685, 5.074], [2.844, 4.473, 3.358], [1.170, 4.292, 1.532], [1.601, -5.069, -3.527], [-0.113, -4.264, -3.362], [-0.595, -3.761, -5.115], [-1.260, -5.634, -2.789], [-0.026, -2.832, -2.257], [0.098, -1.826, -1.566], [1.521, -6.062, -3.979], [2.071, -5.190, -2.545], [2.271, -4.473, -4.155], [-0.463, -4.593, -5.813], [0.017, -2.925, -5.464], [-1.640, -3.440, -5.160], [-1.297, -6.450, -3.517], [-2.273, -5.262, -2.630], [-0.914, -6.040, -1.835], [4.859, -1.276, -3.513], [3.503, -1.411, -2.946], [3.447, -2.566, -2.004], [2.994, -0.105, -2.321], [3.295, 0.012, -0.856], [4.597, 0.235, -0.409], [4.873, 0.296, 0.949], [3.825, 0.176, 1.852], [2.526, 0.016, 1.387], [2.216, -0.085, 0.033], [5.147, -2.209, -3.995], [5.557, -1.058, -2.710], [4.877, -0.466, -4.240], [2.852, -1.604, -3.707], [4.126, -2.371, -1.177], [3.736, -3.473, -2.532], [2.434, -2.664, -1.632], [1.911, -0.119, -2.419], [3.406, 0.711, -2.915], [5.406, 0.375, -1.120], [5.887, 0.442, 1.301], [4.013, 0.237, 2.918], [1.713, 0.014, 2.097], [3.935, 3.709, -0.412], [3.149, 3.313, -1.634], [3.600, 3.652, -2.915], [2.870, 3.246, -4.020], [3.326, 3.615, -5.414], [1.716, 2.485, -3.866], [1.219, 2.108, -2.591], [1.988, 2.580, -1.491], [0.151, 1.276, -2.378], [-0.796, 0.993, -3.469], [-2.046, 0.336, -2.882], [-0.212, 0.003, -4.499], [-1.288, 2.287, -4.144], [4.783, 4.346, -0.671], [4.312, 2.819, 0.098], [3.305, 4.236, 0.304], [4.508, 4.234, -3.044], [4.295, 4.116, -5.387], [2.610, 4.291, -5.889], [3.413, 2.729, -6.048], [1.220, 2.162, -4.769], [1.638, 2.331, -0.500], [-1.801, -0.622, -2.431], [-2.791, 0.166, -3.667], [-2.477, 0.979, -2.115], [-0.002, -0.941, -3.992], [0.705, 0.376, -4.962], [-0.943, -0.188, -5.293], [-1.657, 2.965, -3.371], [-2.112, 2.045, -4.821], [-0.522, 2.805, -4.714]]}


- Number 1 is which compound?
  C42H58MnN3OP2